[1]
A cluster of 2 separate species, BrHNO in total in a non-equilibrium geometry. Source: OMol25; level of theory: ωB97M-V/def2-TZVPD.

Calculated values
**Energy relative to the best compared isomer or geometry (same formula, charge and spin)**: 50.1 kcal per mole
**Orbital gap (spin up / spin down)**: 0.2504 / 0.2856 Eh
**HOMO level (spin up / spin down)**: -2.630 / -3.403 eV
**LUMO (spin up / spin down)**: 0.154 / 0.161 hartree
**Charge**: -1

Geometry as XYZ:
```
4
Properties=species:S:1:pos:R:3:forces:R:3:mulliken_charge:R:1
N 0.05780 0.39316 -0.39067 1.8788 1.9527 0.4771 0.004
O 0.08088 1.37499 0.31720 0.3094 -1.1954 -0.8710 -0.387
Br -1.54415 -0.79585 0.10936 -1.7191 -1.3685 0.4468 -0.502
H 1.40547 -0.97230 -0.03589 -0.4692 0.6111 -0.0529 -0.115
```
Forces are in eV/Å.



[2]
A structure of composition BrLi2. Source: OMol25; level of theory: ωB97M-V/def2-TZVPD.

Calculated values
**Orbital gap (spin up / spin down)**: 0.0932 / 0.3698 Eh
**HOMO level (spin up / spin down)**: -3.555 / -9.893 eV
**LUMO (spin up / spin down)**: -0.037 / 0.006 hartree
**<S²>**: 0.751
**Spin multiplicity**: 2

Geometry as XYZ:
```
3
Properties=species:S:1:pos:R:3:forces:R:3:mulliken_spin:R:1
Li 18.94021 13.34700 -12.29681 -0.1832 0.0854 0.2050 0.609
Li 15.96761 14.70436 -8.90430 0.2313 -0.1100 -0.3138 0.706
Br 17.08634 14.12167 -11.06348 -0.0480 0.0246 0.1088 -0.315
```
Forces are in eV/Å.



[3]
A structure of composition BrMn2. Source: OMol25; level of theory: ωB97M-V/def2-TZVPD.

Calculated values
**Energy relative to the best compared isomer or geometry (same formula, charge and spin)**: 69.0 kcal per mole
**Orbital gap (spin up / spin down)**: 0.2436 / 0.0564 Eh
**HOMO level (spin up / spin down)**: -20.666 / -17.446 eV
**LUMO (spin up / spin down)**: -0.516 / -0.585 hartree
**<S²>**: 30.334
**Spin multiplicity**: 11
**Charge**: +3

Geometry as XYZ:
```
3
Properties=species:S:1:pos:R:3:forces:R:3:mulliken_spin:R:1
Mn 2.18870 -0.84035 4.04028 0.1151 -0.0313 0.2166 4.504
Mn -2.17576 0.32746 -4.12261 -0.1159 0.0309 -0.2181 4.498
Br -0.01294 0.51289 0.08232 0.0008 0.0004 0.0016 0.998
```
Forces are in eV/Å.



[4]
A structure of composition BrN3O9Pb2 in a non-equilibrium geometry. Source: OMol25; level of theory: ωB97M-V/def2-TZVPD.

Calculated values
**Orbital gap**: 0.0945 Eh
**HOMO level**: -7.868 eV
**LUMO**: -0.195 hartree

Geometry as XYZ:
```
15
Properties=species:S:1:pos:R:3:forces:R:3:mulliken_charge:R:1
Pb -1.16608 -1.64400 2.66554 -0.1336 1.0892 -2.3604 1.165
Pb 1.11597 2.18546 2.55523 2.6775 -1.1622 -0.4862 0.916
Br 3.82166 0.87757 2.73421 -1.7630 1.1857 0.4833 -0.441
N 1.86830 -1.36140 -2.02060 -1.8953 6.3617 -3.0376 0.942
O 0.62385 -1.51589 -1.77162 1.4860 -1.9505 -0.1456 -0.503
O 2.54007 -0.76957 -1.18400 1.1240 -1.5206 2.2857 -0.497
O 2.25868 -1.08261 -3.22123 -0.8699 -2.9046 1.1668 -0.504
N -3.07343 0.01488 -0.37820 -1.8256 0.0663 -3.0093 0.801
O -2.54361 -0.70969 -1.27803 0.4754 2.8272 1.3929 -0.410
O -3.86100 -0.69676 0.34273 0.9819 1.0381 2.1718 -0.574
O -3.12604 1.31944 -0.34335 0.8870 -4.1610 0.2021 -0.529
N 0.39123 0.73263 0.28873 -1.6605 2.3074 4.6884 1.053
O 0.38403 1.82252 -0.12568 -3.0320 4.4812 -6.4610 -0.542
O -0.62985 0.17637 0.73768 -1.9997 -2.8728 -0.6416 -0.426
O 1.39619 0.65105 0.99858 5.5478 -4.7852 3.7507 -0.452
```
Forces are in eV/Å.



Please write out number 3 again, unchanged.
A structure of composition BrMn2. Source: OMol25; level of theory: ωB97M-V/def2-TZVPD.

Calculated values
**Energy relative to the best compared isomer or geometry (same formula, charge and spin)**: 69.0 kcal per mole
**Orbital gap (spin up / spin down)**: 0.2436 / 0.0564 Eh
**HOMO level (spin up / spin down)**: -20.666 / -17.446 eV
**LUMO (spin up / spin down)**: -0.516 / -0.585 hartree
**<S²>**: 30.334
**Spin multiplicity**: 11
**Charge**: +3

Geometry as XYZ:
```
3
Properties=species:S:1:pos:R:3:forces:R:3:mulliken_spin:R:1
Mn 2.18870 -0.84035 4.04028 0.1151 -0.0313 0.2166 4.504
Mn -2.17576 0.32746 -4.12261 -0.1159 0.0309 -0.2181 4.498
Br -0.01294 0.51289 0.08232 0.0008 0.0004 0.0016 0.998
```
Forces are in eV/Å.



What did the second record say?
A structure of composition BrLi2. Source: OMol25; level of theory: ωB97M-V/def2-TZVPD.

Calculated values
**Orbital gap (spin up / spin down)**: 0.0932 / 0.3698 Eh
**HOMO level (spin up / spin down)**: -3.555 / -9.893 eV
**LUMO (spin up / spin down)**: -0.037 / 0.006 hartree
**<S²>**: 0.751
**Spin multiplicity**: 2

Geometry as XYZ:
```
3
Properties=species:S:1:pos:R:3:forces:R:3:mulliken_spin:R:1
Li 18.94021 13.34700 -12.29681 -0.1832 0.0854 0.2050 0.609
Li 15.96761 14.70436 -8.90430 0.2313 -0.1100 -0.3138 0.706
Br 17.08634 14.12167 -11.06348 -0.0480 0.0246 0.1088 -0.315
```
Forces are in eV/Å.